DFT (ωB97M-V with the def2-TZVPD basis set) results for a structure of composition C47H58AuNO4S.

Values from the calculation:
* calculated total energy: -2715.32286 Eh
* 2S+1: 3
* expectation value of S²: 2.0715
* relative energy (zero: lowest compared OMol25 entry of this formula, charge and spin): 1.5 kcal/mol
* LUMO level (spin up / spin down): 0.55 / -2.14 eV
* Kohn-Sham gap (spin up / spin down): 8.3956 / 5.8481 eV

XYZ file:
```
112
Properties=species:S:1:pos:R:3:forces:R:3:mulliken_spin:R:1
Au -0.05182 0.45889 -0.02554 -0.19 -0.08 -0.05 0.192
C -3.72802 -1.03214 0.06919 0.01 0.02 0.10 0.007
O -3.03185 0.19284 -0.08190 0.08 0.05 0.07 -0.002
C -2.83832 1.04268 0.98159 -0.03 -0.05 -0.06 0.031
C -2.66057 0.69501 2.33159 0.04 -0.02 -0.06 -0.014
C -2.48642 -0.70203 2.91170 -0.03 0.01 0.00 0.005
C -1.18693 -1.43782 2.66072 -0.01 -0.01 -0.06 0.108
C -1.20043 -2.79644 2.45650 -0.04 0.04 -0.01 0.010
C -0.02710 -3.55705 2.34472 0.08 0.00 -0.02 0.022
C 1.21366 -2.88569 2.39345 -0.04 -0.03 -0.01 -0.019
C 1.30852 -1.53242 2.53344 -0.01 0.02 -0.03 0.084
C 2.62203 -0.80193 2.38997 0.00 -0.04 0.04 0.005
C 2.84461 -0.45343 0.92537 -0.04 0.02 0.02 0.027
C 2.98067 -1.47798 -0.00555 -0.03 -0.01 -0.05 -0.016
C 3.01283 -1.24439 -1.37337 0.01 -0.02 0.06 0.002
C 2.87299 0.07419 -1.79527 0.00 0.01 -0.04 0.006
C 2.73190 1.12960 -0.90694 -0.03 0.01 0.00 -0.005
C 2.36572 2.50814 -1.43584 0.01 0.00 0.03 0.017
C 0.97962 2.48822 -2.03897 -0.01 0.00 -0.05 0.106
C 0.76057 2.30995 -3.37467 0.01 0.02 0.02 -0.048
C -0.53725 2.15218 -3.90838 -0.03 0.02 0.00 0.073
C -1.63458 2.26762 -3.05004 0.00 0.03 -0.04 -0.029
C -1.50473 2.49671 -1.69709 0.01 0.02 0.05 0.178
C -2.73915 2.77752 -0.86393 -0.03 0.00 0.01 -0.002
C -2.73788 2.38481 0.59535 0.00 0.04 0.01 0.008
C -2.59928 3.37387 1.55323 0.03 0.02 -0.01 0.010
C -2.51119 3.07791 2.90435 0.00 0.01 0.03 0.005
C -2.53434 1.73701 3.24699 0.01 0.01 -0.02 0.009
C -2.28576 4.13578 3.98116 -0.01 0.02 0.00 0.000
C -0.89373 3.92260 4.59261 0.01 0.00 0.01 0.000
C -2.35337 5.55412 3.41421 0.00 0.00 0.00 0.000
C -3.35315 4.00531 5.07519 0.00 0.00 0.00 0.000
C -0.16470 2.53120 -1.14296 0.08 -0.01 0.02 0.192
O 0.04590 2.57917 0.12729 0.03 0.04 0.03 0.203
C -0.69034 1.82259 -5.38634 0.00 -0.05 0.01 0.049
C 0.00095 2.89643 -6.23755 0.00 0.02 0.00 0.026
C -0.02384 0.45855 -5.63675 -0.01 0.01 0.00 0.021
C -2.15375 1.73209 -5.81864 -0.01 0.00 0.00 0.007
C 2.77683 0.86431 0.46861 0.03 0.02 0.03 0.003
O 2.69618 1.90486 1.36380 -0.02 -0.01 -0.01 0.004
C 3.96885 2.32510 1.83204 -0.01 -0.01 0.01 0.000
C 3.15485 -2.37155 -2.39394 0.01 -0.01 0.00 0.000
C 2.11957 -2.20955 -3.51509 0.00 -0.02 -0.02 0.000
C 2.94018 -3.74565 -1.75654 0.01 0.01 -0.02 -0.001
C 4.56625 -2.31138 -2.99448 -0.02 -0.01 -0.01 0.000
C 0.09533 -0.74862 2.75118 0.00 0.11 -0.01 0.232
O 0.17080 0.46807 3.01693 -0.01 -0.06 0.00 0.354
C -0.04093 -5.07263 2.20409 -0.03 -0.01 0.02 0.087
C 0.83159 -5.50763 1.01667 0.00 0.04 0.01 0.024
C -1.45026 -5.62239 1.98188 -0.02 0.00 -0.02 0.006
C 0.52893 -5.67286 3.49997 0.02 0.00 0.00 0.035
H -4.61955 -0.89966 0.68728 0.00 0.00 0.03 0.000
H -3.08999 -1.81436 0.48070 0.02 -0.02 0.05 -0.001
H -4.02056 -1.33491 -0.93366 0.00 -0.01 0.01 0.000
H -3.30530 -1.36615 2.64318 -0.03 -0.05 -0.07 0.005
H -2.55770 -0.58246 3.99745 -0.02 0.00 -0.01 0.007
H -2.15957 -3.29414 2.39185 0.00 0.00 0.00 0.005
H 2.12528 -3.46197 2.28912 0.00 -0.01 0.01 0.002
H 3.42877 -1.44866 2.74178 0.02 0.02 0.00 0.011
H 2.59868 0.10317 2.99296 0.00 0.01 -0.02 -0.001
H 3.00469 -2.49415 0.36382 0.01 0.01 -0.01 0.008
H 2.82378 0.29459 -2.85579 0.00 0.01 0.00 0.002
H 3.07426 2.80999 -2.20923 0.01 0.01 0.01 0.009
H 2.40073 3.22545 -0.61771 0.00 0.02 -0.02 0.005
H 1.61619 2.24772 -4.03678 0.00 0.00 0.00 -0.001
H -2.63479 2.18140 -3.45218 -0.01 0.00 0.01 -0.001
H -3.59093 2.33210 -1.38143 0.02 -0.04 0.01 0.005
H -2.88678 3.86237 -0.90181 -0.01 0.00 -0.02 0.009
H -2.52753 4.39825 1.21142 0.00 0.00 0.00 -0.001
H -2.38393 1.45726 4.28301 0.00 0.01 0.00 0.000
H -0.12172 4.00172 3.82506 0.00 -0.01 0.00 -0.001
H -0.80443 2.93434 5.04531 0.00 0.00 -0.01 0.001
H -0.69954 4.67175 5.36455 0.00 0.00 0.00 0.000
H -1.56682 5.73129 2.67839 0.00 0.00 0.00 0.000
H -2.21832 6.27548 4.22226 0.00 0.00 0.00 0.000
H -3.31879 5.75402 2.94441 0.00 0.00 0.00 0.000
H -3.32832 3.02221 5.54640 0.00 0.00 0.00 0.000
H -4.35233 4.15529 4.66145 0.00 0.00 0.00 0.000
H -3.18796 4.75373 5.85362 0.00 0.00 0.00 0.000
H 1.06711 2.96958 -6.02253 0.00 0.00 0.01 -0.002
H -0.44762 3.87709 -6.06811 0.00 0.00 0.00 -0.001
H -0.10689 2.65023 -7.29546 0.00 0.00 0.00 0.001
H 1.04135 0.48493 -5.40377 0.01 0.00 -0.01 0.000
H -0.13399 0.17838 -6.68632 0.00 0.00 0.00 0.001
H -0.48166 -0.31858 -5.02172 0.00 0.00 0.00 -0.001
H -2.68302 2.67284 -5.65469 0.00 0.00 -0.01 -0.001
H -2.68380 0.93727 -5.29151 0.00 0.00 0.01 0.000
H -2.19882 1.50647 -6.88491 0.00 0.00 0.00 0.000
H 4.49348 1.51139 2.34227 0.00 0.00 -0.01 0.000
H 3.79180 3.13652 2.53434 0.00 0.01 0.00 0.000
H 4.59208 2.68122 1.00543 0.01 0.01 0.00 0.000
H 1.10494 -2.17716 -3.11393 0.00 0.02 0.02 0.001
H 2.18408 -3.05812 -4.19952 0.01 0.00 0.00 0.000
H 2.29192 -1.30598 -4.10167 -0.02 0.00 0.01 -0.001
H 1.95521 -3.81498 -1.28974 0.01 0.01 0.01 0.000
H 3.70421 -3.97236 -1.00966 -0.01 0.00 0.01 0.000
H 2.99862 -4.51646 -2.52695 0.00 0.00 -0.01 0.000
H 4.74491 -1.34878 -3.47798 0.00 0.00 0.00 0.000
H 4.69461 -3.09817 -3.74166 0.00 0.00 0.00 0.000
H 5.32432 -2.44574 -2.22025 0.00 0.00 0.00 0.000
H 0.45143 -5.08878 0.08405 -0.04 -0.01 -0.01 -0.002
H 0.81608 -6.59660 0.93809 0.00 0.00 -0.01 0.001
H 1.87170 -5.20094 1.13386 0.00 -0.02 0.01 0.000
H -1.89990 -5.20332 1.07959 0.00 0.01 0.00 -0.001
H -2.10485 -5.42281 2.83253 0.00 0.00 0.01 -0.001
H -1.39735 -6.70485 1.85465 0.01 0.00 0.01 0.000
H 1.55251 -5.33932 3.67866 0.00 0.00 0.00 -0.001
H 0.53568 -6.76256 3.42944 0.00 0.00 0.00 0.002
H -0.07576 -5.38828 4.36324 0.00 0.00 -0.01 -0.003
S -1.59349 -3.71450 -1.65716 0.08 0.00 0.03 0.002
C -0.89006 -2.38864 -1.04059 -0.04 -0.05 -0.01 -0.025
N -0.38599 -1.43840 -0.58745 0.13 -0.05 0.08 -0.043
```
Positions in Å, forces in eV/Å.

DFT (ωB97M-V with the def2-TZVPD basis set) results for a structure of composition C47H58ClFNO4SSbSe4Zr in a non-equilibrium geometry.

Values from the calculation:
* net charge: -2
* calculated total energy: -13033.14722 Eh
* 2S+1: 1
* relative energy (zero: lowest compared OMol25 entry of this formula, charge and spin): 49.9 kcal/mol
* LUMO level: 3.36 eV
* Kohn-Sham gap: 5.9503 eV

XYZ file:
```
119
Properties=species:S:1:pos:R:3:forces:R:3:mulliken_charge:R:1
Zr 2.54446 -0.34683 -2.65615 -1.73 -2.03 1.04 1.036
C 4.95426 1.17087 -0.19665 0.68 0.08 -0.18 -1.334
O 3.60426 0.82927 -0.51495 -0.42 -0.08 0.70 0.565
C 2.83456 0.99717 0.63825 -0.05 0.22 0.07 -0.355
C 2.19326 2.21247 0.84965 0.36 -0.28 -0.20 0.207
C 2.05366 3.18157 -0.29165 0.03 -0.15 -0.27 -1.363
C 0.66496 3.01747 -0.86575 0.22 -0.15 -0.26 0.921
C -0.32274 3.87227 -0.42145 -0.09 -0.04 -0.12 -0.787
C -1.62554 3.82587 -0.89555 -0.11 0.01 0.04 -0.645
C -1.89724 2.87117 -1.85975 -0.03 0.12 0.12 -0.577
C -0.94134 1.98867 -2.33075 0.35 -0.14 -0.16 0.862
C -1.36294 1.02497 -3.41935 0.30 0.13 0.03 -1.488
C -1.70724 -0.29793 -2.80335 0.22 -0.18 -0.11 0.417
C -2.93684 -0.53043 -2.20785 0.17 -0.10 -0.06 -0.567
C -3.24024 -1.75053 -1.61295 -0.08 -0.03 0.07 -0.217
C -2.22604 -2.68913 -1.49325 0.06 0.08 -0.10 0.002
C -0.97714 -2.49083 -2.07145 0.13 0.32 -0.30 -0.146
C 0.12286 -3.50023 -1.89505 0.22 0.08 0.07 -1.451
C 0.71586 -3.38163 -0.50855 0.37 0.41 -0.41 0.029
C 0.38976 -4.30463 0.46655 0.03 -0.09 0.24 -0.445
C 0.95496 -4.27153 1.73255 -0.02 0.03 -0.02 -0.231
C 1.91496 -3.29033 1.96995 -0.18 -0.14 0.02 -1.004
C 2.26676 -2.35133 1.02635 0.22 0.23 -0.48 0.339
C 3.38036 -1.37053 1.31085 -0.03 0.01 -0.24 -1.149
C 2.82366 -0.00333 1.60765 0.02 0.16 -0.10 0.298
C 2.26696 0.29157 2.84305 0.06 0.06 -0.19 -0.587
C 1.72786 1.54327 3.13375 -0.02 0.00 0.01 -0.196
C 1.64896 2.46977 2.10395 0.10 -0.07 0.01 -0.157
C 1.29006 1.84627 4.56285 -0.12 0.08 0.13 2.224
C 0.75766 3.27247 4.73535 0.08 -0.20 -0.06 -2.167
C 0.18336 0.87057 4.98135 0.10 0.11 -0.04 -1.667
C 2.50156 1.68227 5.49435 -0.17 0.00 -0.09 -1.736
C 1.62586 -2.33083 -0.23955 -0.41 -1.30 1.20 0.542
O 1.86916 -1.40543 -1.11395 -0.22 0.13 -0.22 -0.496
C 0.61686 -5.26793 2.82695 -0.05 -0.15 0.10 2.356
C 1.88946 -6.03933 3.20265 -0.18 0.05 -0.02 -1.742
C 0.08686 -4.51713 4.05705 0.05 -0.13 -0.14 -1.643
C -0.44194 -6.28173 2.38365 0.18 0.18 0.07 -2.176
C -0.76024 -1.31923 -2.78905 -0.35 -0.10 0.13 -0.093
O 0.36866 -1.19053 -3.59445 -0.42 -0.18 0.61 0.598
C 0.17886 -1.85063 -4.84665 0.23 -0.26 -0.79 -1.447
C -4.67234 -2.02093 -1.16865 -0.13 0.01 0.06 2.158
C -5.06594 -1.05883 -0.04155 0.04 -0.12 -0.11 -1.628
C -5.60344 -1.80723 -2.37205 0.07 -0.04 0.13 -1.707
C -4.87284 -3.45633 -0.67775 0.06 0.26 -0.07 -2.263
C 0.37696 2.00937 -1.81795 -0.58 0.58 0.15 -0.227
O 1.30946 1.16947 -2.22855 -0.87 0.20 0.51 0.345
C -2.64894 4.83277 -0.39515 -0.12 0.07 0.04 2.287
C -4.00964 4.68907 -1.08185 0.20 0.00 0.10 -2.174
C -2.12864 6.24877 -0.67705 -0.12 -0.12 0.05 -1.782
C -2.85644 4.65577 1.11585 -0.01 0.06 -0.18 -1.685
H 5.25886 0.74057 0.76345 -0.19 -0.08 -0.05 0.269
H 5.07426 2.25957 -0.14795 -0.14 -0.11 -0.02 0.221
H 5.60096 0.76337 -0.97555 -0.22 0.08 0.14 0.430
H 2.80136 2.97877 -1.06605 -0.11 0.06 0.15 -0.101
H 2.18676 4.21027 0.05325 -0.03 -0.07 -0.01 0.935
H -0.03754 4.62167 0.30395 0.02 0.13 0.11 0.331
H -2.88114 2.80857 -2.30095 -0.13 0.03 -0.06 0.486
H -0.54874 0.91217 -4.13565 -0.12 -0.05 0.04 -0.411
H -2.22584 1.43567 -3.95115 0.05 -0.01 0.08 0.947
H -3.67644 0.25737 -2.24925 -0.08 0.08 -0.02 0.454
H -2.38544 -3.61863 -0.96945 -0.07 -0.14 0.07 0.562
H 0.92126 -3.31683 -2.62305 -0.19 -0.10 0.03 0.132
H -0.26684 -4.51343 -2.04465 0.07 0.10 0.03 0.707
H -0.32064 -5.07583 0.20055 -0.05 -0.07 0.00 0.363
H 2.43016 -3.25743 2.92405 0.02 -0.01 0.04 0.246
H 4.02596 -1.32973 0.42745 -0.03 0.03 0.14 -0.142
H 3.97486 -1.72993 2.15655 -0.08 0.02 -0.02 0.762
H 2.29046 -0.48383 3.59595 -0.01 -0.09 0.14 0.530
H 1.18756 3.43347 2.25725 -0.07 0.11 0.05 0.429
H -0.12114 3.44307 4.11795 -0.09 0.06 -0.10 0.361
H 1.51646 4.00947 4.48115 0.06 0.10 -0.07 0.399
H 0.47266 3.43277 5.77535 -0.02 -0.02 0.09 0.451
H -0.67804 0.97377 4.32525 -0.10 -0.01 -0.08 0.361
H -0.13394 1.07087 6.00345 -0.05 0.03 0.17 0.472
H 0.52496 -0.15803 4.92755 0.03 -0.19 -0.02 0.300
H 3.29846 2.36057 5.19755 0.11 0.06 -0.03 0.367
H 2.88796 0.66767 5.45725 0.08 -0.12 0.01 0.316
H 2.22406 1.90507 6.52415 -0.05 0.03 0.14 0.461
H 2.64756 -5.36623 3.59305 0.12 0.03 0.06 0.324
H 2.29716 -6.52923 2.32025 0.06 -0.08 -0.05 0.361
H 1.66996 -6.79363 3.95785 0.01 -0.11 0.12 0.472
H 0.82046 -3.80273 4.42005 0.07 0.11 0.06 0.315
H -0.14154 -5.21273 4.86415 -0.03 -0.10 0.12 0.460
H -0.81884 -3.97023 3.80365 -0.10 0.08 -0.02 0.362
H -0.08234 -6.86783 1.53965 -0.03 -0.07 -0.09 0.401
H -1.36414 -5.77933 2.09725 -0.11 0.00 -0.05 0.362
H -0.66434 -6.96503 3.20315 -0.02 -0.06 0.07 0.445
H -0.83704 -2.24593 -4.93045 0.05 0.11 0.20 0.493
H 0.89266 -2.67233 -4.95335 -0.03 0.15 0.12 0.209
H 0.35016 -1.13873 -5.66225 0.01 -0.09 0.28 0.312
H -4.98274 -0.02253 -0.35975 0.02 0.11 -0.02 0.254
H -4.41554 -1.20123 0.81845 0.07 0.01 0.11 0.363
H -6.09484 -1.24403 0.26575 -0.14 0.01 0.06 0.471
H -5.56354 -0.78283 -2.73085 0.00 0.11 -0.05 0.334
H -6.63264 -2.03253 -2.09565 -0.15 -0.02 0.03 0.458
H -5.31294 -2.46123 -3.19205 0.01 -0.07 -0.10 0.353
H -4.28384 -3.64873 0.21425 0.11 -0.11 0.14 0.395
H -4.59324 -4.16963 -1.44925 0.05 -0.14 -0.05 0.424
H -5.92154 -3.61393 -0.43135 -0.12 -0.01 0.04 0.452
H -3.91834 4.83747 -2.15525 -0.03 -0.03 -0.14 0.421
H -4.69314 5.44477 -0.69385 -0.06 0.06 0.04 0.460
H -4.44784 3.71047 -0.89285 -0.05 -0.11 -0.03 0.295
H -1.91564 6.36127 -1.73775 0.04 0.05 -0.10 0.391
H -1.21344 6.44267 -0.12515 0.13 0.07 0.03 0.325
H -2.87104 6.99167 -0.38395 -0.08 0.12 0.05 0.471
H -3.24214 3.66117 1.33545 -0.01 -0.09 0.02 0.334
H -3.56824 5.39387 1.48585 -0.10 0.10 0.09 0.466
H -1.92084 4.78457 1.65365 0.12 -0.01 0.09 0.324
F 2.83446 -1.53553 -4.12215 -0.16 -0.90 -0.92 -0.676
Cl 4.75936 -1.37163 -2.11345 0.63 -0.51 0.44 -0.443
S 1.96906 0.90057 -5.30955 0.40 -0.69 -0.12 -0.484
C 1.28056 2.34427 -4.91055 -0.14 0.62 -0.01 0.636
N 0.82076 3.36447 -4.62565 -0.32 0.39 0.03 -0.594
Se 6.35986 2.33617 -6.94995 -0.36 -0.24 0.21 -0.655
Sb 5.01716 3.08977 -5.09305 0.84 1.08 -0.76 0.694
Se 4.35406 5.40397 -5.23755 -0.24 -0.41 0.13 -0.611
Se 6.20416 2.71687 -2.89785 -0.76 -0.81 0.15 -0.483
Se 4.00196 1.39517 -3.50125 3.60 4.01 -1.92 0.618
```
Positions in Å, forces in eV/Å.

Look up the 2S+1 of the first one.
3